Below is a cluster of 2 separate species, C3H4N2 in total, with properties calculated with ωB97M-V/def2-TZVPD.

ORCA input file:
```
! wB97M-V def2-TZVPD RIJCOSX def2/J DEFGRID3
* xyz 0 1
C 1.0105 1.0325 1.2549
C 0.3770 0.4961 0.3722
C -0.2026 -0.3817 -0.6386
H 1.5477 1.2587 2.1451
H -1.0692 -0.8205 0.0131
H 0.4576 -1.1787 -0.8943
H -0.7195 0.1438 -1.4319
N -1.2880 -1.2467 3.2619
N -1.6595 -1.2939 2.2478
*
```

HOMO-LUMO gap in eV: 11.03
Largest force on an atom in eV Å⁻¹: 3.9
Structure (SMILES): C#CC.N#N
ΔE to the lowest compared entry with this formula, charge and spin in kcal per mole: 30.0
E_HOMO in eV: -9.816

=====

Below is the molecule C3H4N2, with properties calculated with ωB97M-V/def2-TZVPD.

ORCA input file:
```
! wB97M-V def2-TZVPD RIJCOSX def2/J DEFGRID3
* xyz 0 1
H 0.7329 -2.2038 0.0802
N 1.2539 -1.3043 -0.0239
C 0.5246 -0.2296 -0.0331
N 1.1002 1.0327 0.0096
C -0.9541 -0.2280 0.0159
C -2.1595 -0.0540 -0.0308
H 0.6306 1.9394 -0.0562
H 2.0825 1.1018 0.0037
H -3.2111 -0.0541 0.0345
*
```

HOMO-LUMO gap in eV: 10.33
Largest force on an atom in eV Å⁻¹: 2.5
Structure (SMILES): [H]/N=C(/N)C#C
ΔE to the lowest compared entry with this formula, charge and spin in kcal per mole: 47.6
E_HOMO in eV: -9.359

=====

Below is the molecule C3H4N2, with properties calculated with ωB97M-V/def2-TZVPD.

ORCA input file:
```
! wB97M-V def2-TZVPD RIJCOSX def2/J DEFGRID3
* xyz 0 1
C -0.4039 -1.2806 0.0236
C -0.0001 -0.0057 0.0277
N -0.7368 1.1124 -0.2625
C 1.4081 0.4033 0.1239
N 2.5707 0.4773 0.1384
H -1.4531 -1.5259 -0.0967
H 0.2938 -2.0948 0.1902
H -1.7212 1.0226 -0.0174
H 0.0424 1.8913 -0.1273
*
```

HOMO-LUMO gap in eV: 9.73
Largest force on an atom in eV Å⁻¹: 4.1
Structure (SMILES): C=C(N)C#N
ΔE to the lowest compared entry with this formula, charge and spin in kcal per mole: 39.1
E_HOMO in eV: -9.007

=====

Below is the molecule C3H4N2, with properties calculated with ωB97M-V/def2-TZVPD.

ORCA input file:
```
! wB97M-V def2-TZVPD RIJCOSX def2/J DEFGRID3
* xyz 0 1
N -2.7823 0.0725 -0.2916
C -1.6217 0.0052 -0.0532
C -0.2198 0.0182 0.3821
C 0.8586 -0.5295 -0.3128
N 0.5032 0.8962 -0.4345
H -0.1985 0.0845 1.4436
H 0.6303 -1.1131 -1.2015
H 1.7273 -0.8708 0.2953
H 1.1028 1.4370 0.1726
*
```

HOMO-LUMO gap in eV: 11.68
Largest force on an atom in eV Å⁻¹: 5.0
Structure (SMILES): N#C[C@H]1CN1
ΔE to the lowest compared entry with this formula, charge and spin in kcal per mole: 46.4
E_HOMO in eV: -11.004

=====

Below is the molecule C3H4N2, with properties calculated with ωB97M-V/def2-TZVPD.

ORCA input file:
```
! wB97M-V def2-TZVPD RIJCOSX def2/J DEFGRID3
* xyz 0 1
C 0.6134 0.9854 -0.0543
C 1.0834 -0.6297 -0.0503
N 0.0564 -1.3793 0.0778
N -1.0949 -0.7387 0.2423
C -0.7270 0.9637 0.0396
H 1.4305 1.7288 -0.1339
H 2.0565 -1.1791 0.0493
H -1.7805 -1.3179 -0.2941
H -1.6522 1.5558 0.1165
*
```

HOMO-LUMO gap in eV: 10.27
Largest force on an atom in eV Å⁻¹: 3.9
Structure (SMILES): c1cn[nH]c1
ΔE to the lowest compared entry with this formula, charge and spin in kcal per mole: 72.2
E_HOMO in eV: -9.084

=====

Below is the molecule C3H4N2, with properties calculated with ωB97M-V/def2-TZVPD.

ORCA input file:
```
! wB97M-V def2-TZVPD RIJCOSX def2/J DEFGRID3
* xyz 0 1
N -1.5184 -1.7845 1.4904
C -1.0737 -1.0664 0.7020
C -0.4800 -0.1683 -0.2961
C 1.5304 1.3189 -0.1583
N 0.9097 0.1803 0.0425
H -0.5230 -0.6530 -1.2776
H 0.7708 1.9974 -0.6094
H -1.0575 0.7585 -0.3438
H 1.4418 -0.5829 0.4503
*
```

HOMO-LUMO gap in eV: 9.62
Largest force on an atom in eV Å⁻¹: 1.1
ΔE to the lowest compared entry with this formula, charge and spin in kcal per mole: 64.9
E_HOMO in eV: -8.981